# 1
105
Properties=species:S:1:pos:R:3:lowdin_charge:R:1 method="wB97M-V/def2-TZVPD" homo_ev=-1.881 lumo_ev=3.82 total_charge=-2 orbital_gap_ev=5.70
Tl 2.29 -1.49 -0.43 0.545
C 4.76 3.58 -0.97 -0.091
C 3.60 3.22 -0.10 -0.251
C 3.21 4.01 0.92 0.038
C 2.11 3.61 1.73 -0.222
N 1.48 2.51 1.48 0.171
N 1.85 1.69 0.48 0.025
B 0.98 0.41 0.52 -0.729
N -0.11 0.31 -0.53 -0.015
N -0.06 1.30 -1.44 0.181
C -0.77 1.19 -2.52 -0.226
C -1.62 0.07 -2.74 0.039
C -1.71 -0.90 -1.81 -0.255
C -2.51 -2.14 -2.04 -0.064
C -0.92 -0.79 -0.61 -0.658
S -0.95 -1.98 0.56 0.751
C -0.64 2.30 -3.56 -0.536
C -1.81 3.27 -3.38 -0.055
C 0.68 3.04 -3.37 -0.064
C -0.67 1.69 -4.96 -0.051
N 0.42 0.26 1.94 -0.049
N -0.86 0.65 2.00 0.141
C -1.52 0.57 3.10 -0.244
C -0.91 0.07 4.28 0.039
C 0.41 -0.26 4.26 -0.263
C 1.12 -0.78 5.46 -0.090
C 1.16 -0.09 3.03 -0.698
S 2.80 -0.30 2.94 0.641
C -2.96 1.09 3.04 -0.542
C -3.61 0.62 1.73 -0.054
C -2.92 2.62 3.07 -0.053
C -3.79 0.58 4.22 -0.070
C 2.87 1.99 -0.38 -0.635
S 3.30 1.04 -1.66 0.750
C 1.59 4.45 2.89 -0.541
C 0.62 5.50 2.34 -0.045
C 0.85 3.55 3.89 -0.049
C 2.75 5.14 3.62 -0.062
H 5.26 4.47 -0.58 0.071
H 4.43 3.76 -1.99 0.073
H 5.46 2.75 -1.02 0.072
H 3.75 4.93 1.13 0.108
H -2.15 -0.02 -3.68 0.117
H -3.00 -2.10 -3.01 0.080
H -3.26 -2.27 -1.25 0.067
H -1.85 -3.01 -1.99 0.063
H -1.77 3.74 -2.39 0.080
H -2.77 2.76 -3.48 0.076
H -1.76 4.06 -4.14 0.075
H 0.75 3.49 -2.38 0.073
H 0.76 3.83 -4.13 0.077
H 1.52 2.36 -3.48 0.059
H -1.67 1.35 -5.24 0.072
H 0.00 0.83 -5.03 0.078
H -0.37 2.44 -5.69 0.077
H -1.48 -0.06 5.19 0.105
H 0.42 -0.89 6.30 0.070
H 1.93 -0.10 5.74 0.065
H 1.59 -1.73 5.24 0.078
H -3.05 0.98 0.87 0.076
H -4.64 0.99 1.68 0.078
H -3.62 -0.47 1.67 0.076
H -2.35 2.99 2.22 0.080
H -2.45 2.98 3.98 0.078
H -3.94 3.03 3.02 0.078
H -3.78 -0.51 4.26 0.090
H -4.82 0.90 4.10 0.078
H -3.42 0.97 5.17 0.073
H -0.22 5.02 1.85 0.082
H 1.12 6.14 1.60 0.081
H 0.24 6.14 3.14 0.078
H 0.03 3.02 3.41 0.055
H 0.46 4.16 4.70 0.083
H 1.52 2.80 4.30 0.088
H 3.23 5.89 2.99 0.068
H 3.50 4.41 3.93 0.094
H 2.37 5.64 4.51 0.078
C -3.63 -7.77 -1.86 -0.072
C -2.34 -7.02 -1.68 -0.296
C -2.17 -6.13 -0.62 -0.047
C -0.97 -5.46 -0.44 -0.067
C 0.08 -5.67 -1.32 -0.260
C -0.07 -6.55 -2.38 -0.060
C -1.28 -7.22 -2.56 -0.060
S 1.58 -4.71 -1.13 0.483
O 1.81 -4.61 0.30 -0.357
O 2.58 -5.43 -1.90 -0.341
N 1.17 -3.29 -1.64 -0.283
C 0.97 -3.19 -3.08 -0.226
C 0.89 -1.73 -3.57 -0.697
O 0.44 -1.56 -4.72 -0.046
O 1.27 -0.85 -2.77 -0.161
H -4.44 -7.30 -1.30 0.066
H -3.55 -8.80 -1.51 0.072
H -3.92 -7.81 -2.91 0.069
H -2.99 -5.96 0.07 0.105
H -0.84 -4.74 0.36 0.067
H 0.76 -6.70 -3.06 0.106
H -1.40 -7.90 -3.39 0.102
H 0.02 -3.65 -3.38 0.107
H 1.76 -3.70 -3.66 0.095
I 5.18 -2.22 0.61 -0.178
N 4.25 -2.40 -3.71 0.145
C 3.87 -2.21 -2.62 -0.110
H 4.46 -2.70 -4.63 0.083



# 2
18
Properties=species:S:1:pos:R:3:nbo_charge:R:1 method="wB97M-V/def2-TZVPD" homo_ev=-8.377 lumo_ev=0.35 orbital_gap_ev=8.73 smiles=O.O.O.O.O.O
O -0.83 0.66 1.26 -0.873
H -0.06 0.66 1.84 0.426
H -0.43 0.34 0.50 0.474
O -0.18 2.35 0.56 -0.929
H 0.12 2.42 1.48 0.459
H -0.27 3.27 0.21 0.452
O -2.81 0.78 -2.12 -0.917
H -3.62 0.83 -2.65 0.456
H -2.95 -0.06 -1.77 0.461
O -2.39 -0.65 1.60 -0.929
H -1.74 -0.52 2.31 0.477
H -2.58 -1.58 1.59 0.443
O 4.04 -0.01 0.30 -0.914
H 4.00 -0.71 -0.28 0.451
H 4.89 -0.22 0.72 0.464
O 1.32 -2.32 -1.95 -0.934
H 1.97 -1.97 -1.44 0.460
H 1.50 -3.26 -2.16 0.474



# 3
76
Properties=species:S:1:pos:R:3:mulliken_spin:R:1 method="wB97M-V/def2-TZVPD" multiplicity=3 homo_ev="-4.315 / -4.306" lumo_ev="2.15 / 1.89" total_charge=-1 orbital_gap_ev="6.46 / 6.19"
C -3.13 2.57 -1.28 0.002
C -1.90 3.39 -1.50 0.001
H -3.61 2.92 -0.37 0.000
H -2.87 1.52 -1.17 -0.002
H -3.85 2.68 -2.10 -0.001
C -1.97 4.74 -1.61 0.001
C -3.27 5.49 -1.50 0.000
H -1.11 5.38 -1.83 0.000
H -3.84 5.17 -0.61 0.000
H -3.92 5.33 -2.38 0.000
H -3.08 6.57 -1.45 0.000
Pd -0.35 -1.85 0.00 1.374
Cl -0.87 -3.73 -1.68 0.214
Cl 0.46 -0.61 -2.07 0.172
C 2.16 -3.01 -0.96 -0.007
O 1.70 -2.70 0.17 0.062
N 3.48 -3.05 -1.20 0.002
C 4.41 -2.81 -0.10 0.002
C 4.00 -3.28 -2.55 0.000
H 1.51 -3.28 -1.79 0.000
H 4.10 -3.41 0.76 -0.001
H 4.40 -1.75 0.18 0.000
H 5.41 -3.11 -0.41 0.000
H 3.31 -3.93 -3.10 0.000
H 4.99 -3.75 -2.50 0.000
H 4.12 -2.35 -3.12 0.000
H -4.79 -2.03 2.99 0.000
H -2.75 0.17 1.81 0.011
C -4.38 -1.47 3.84 0.000
C -2.97 0.36 2.91 -0.008
N -3.07 -0.92 3.56 0.000
H -4.27 -2.18 4.67 0.000
C -2.08 -1.87 3.48 0.000
O -0.97 -1.75 2.98 0.003
H -2.18 1.02 3.31 0.000
H -2.40 -2.83 3.91 0.000
H -5.06 -0.68 4.13 0.000
H -3.95 0.85 2.96 0.000
O -0.50 1.72 -0.53 0.000
C -0.60 2.61 -1.62 -0.001
C 1.02 4.57 -1.20 0.000
C 0.64 3.44 -1.95 -0.003
H 0.39 4.89 -0.36 0.000
C 2.16 5.29 -1.55 0.000
H -0.80 1.96 -2.49 0.000
C 1.36 3.09 -3.10 0.003
H 2.44 6.18 -0.98 0.000
C 2.90 4.91 -2.67 0.000
C 2.48 3.83 -3.47 0.002
H 0.97 2.29 -3.75 0.000
H 3.78 5.48 -2.95 0.000
H 3.01 3.59 -4.40 0.000
Si 0.86 0.83 -0.10 -0.075
Cl -2.43 -0.51 0.09 0.142
C 1.89 2.38 0.77 0.001
C 2.56 0.66 -0.98 0.004
C 0.63 0.26 1.64 0.093
H 2.32 3.14 0.11 0.001
H 2.74 1.97 1.35 0.000
H 1.27 2.96 1.47 0.000
H -0.23 0.73 2.12 -0.002
H 1.53 0.42 2.25 0.011
H 0.51 -0.83 1.67 -0.025
H 2.92 1.64 -1.30 -0.001
H 2.52 0.05 -1.89 0.001
H 3.26 0.21 -0.27 0.002
C -2.16 -6.02 0.88 -0.001
S -1.28 -5.03 2.08 0.003
C -0.19 -6.28 2.75 0.002
O -0.40 -4.09 1.32 0.016
H -2.34 -7.00 1.33 0.000
H -1.60 -6.07 -0.05 0.001
H -3.11 -5.52 0.71 0.000
H 0.51 -6.65 1.99 0.000
H 0.37 -5.84 3.58 0.000
H -0.85 -7.08 3.10 0.001



# 4
13
Properties=species:S:1:pos:R:3:nbo_charge:R:1 method="wB97M-V/def2-TZVPD" homo_ev=-7.887 lumo_ev=0.15 orbital_gap_ev=8.04
C -1.47 -0.04 -0.69 -0.598
C -0.73 0.61 0.48 -0.442
C 0.44 -0.21 0.97 -0.154
C 1.59 -0.36 0.22 -0.396
C 2.32 -0.18 -0.86 -0.235
H -0.77 -0.24 -1.51 0.220
H -1.92 -0.99 -0.39 0.205
H -2.27 0.61 -1.06 0.213
H -0.33 1.59 0.15 0.218
H -1.42 0.79 1.32 0.214
H 0.32 -0.78 1.88 0.213
H 1.21 -1.46 0.39 0.361
H 3.02 0.65 -0.92 0.183



What did the fourth record say?
13
Properties=species:S:1:pos:R:3:nbo_charge:R:1 method="wB97M-V/def2-TZVPD" homo_ev=-7.887 lumo_ev=0.15 orbital_gap_ev=8.04
C -1.47 -0.04 -0.69 -0.598
C -0.73 0.61 0.48 -0.442
C 0.44 -0.21 0.97 -0.154
C 1.59 -0.36 0.22 -0.396
C 2.32 -0.18 -0.86 -0.235
H -0.77 -0.24 -1.51 0.220
H -1.92 -0.99 -0.39 0.205
H -2.27 0.61 -1.06 0.213
H -0.33 1.59 0.15 0.218
H -1.42 0.79 1.32 0.214
H 0.32 -0.78 1.88 0.213
H 1.21 -1.46 0.39 0.361
H 3.02 0.65 -0.92 0.183